*a*
Formula: C10H20O20S5
Source: OMol25
Level of theory: the ωB97M-V functional and the def2-TZVPD basis

The geometry in XYZ format:
```
55
Properties=species:S:1:pos:R:3
S -1.78 0.53 -1.48
S -4.96 3.29 -0.21
S 0.93 3.34 2.09
S 2.62 -2.58 -3.34
S 4.15 -2.55 3.95
O -3.41 3.05 0.08
O 2.56 -2.00 -2.06
O 0.64 1.95 2.05
O 4.77 -1.57 3.15
O 3.76 -2.41 -4.17
O -5.24 2.94 -1.53
O -0.90 0.35 -0.17
O 1.22 3.95 3.32
O 1.30 -2.17 -4.14
O -3.14 0.62 -1.13
O 3.23 -3.45 3.04
O -1.22 1.48 -2.35
O 2.96 -1.89 4.76
O 4.91 -3.37 4.81
O -1.45 -0.90 -2.10
O 2.24 -4.12 -3.30
O -5.35 4.54 0.33
O -5.47 2.11 0.73
O -0.20 4.16 1.35
O 2.09 3.68 1.04
C -3.23 2.59 1.42
C -0.13 -0.85 -0.20
C -4.59 1.95 1.83
C 1.71 -1.95 4.04
C 1.53 4.17 -0.18
C 2.02 -2.69 2.75
C 1.46 -4.52 -4.43
C 0.94 -3.19 -5.05
C 0.03 3.99 -0.07
C -0.92 -1.77 -1.12
H -1.69 -2.36 -0.61
H 1.79 5.21 -0.39
H -3.00 3.38 2.13
H 1.40 -0.92 3.89
H -4.51 0.91 2.12
H 0.83 -0.66 -0.68
H 1.04 -2.47 4.74
H 2.08 -5.04 -5.15
H 1.32 -3.39 2.32
H -0.37 3.03 -0.39
H -4.97 2.51 2.69
H 0.67 -5.15 -4.04
H -0.14 -3.17 -5.21
H -0.05 -1.33 0.77
H -2.42 1.87 1.36
H -0.58 4.70 -0.62
H 1.96 3.66 -1.04
H -0.27 -2.50 -1.59
H 2.39 -2.00 1.98
H 1.45 -3.00 -5.99
```

## Properties
HOMO: -11.088 eV
Gap between HOMO and LUMO: 10.97 eV

Now the Löwdin charges, all in e: 0.580, 0.565, 0.574, 0.583, 0.558, -0.219, -0.209, -0.229, -0.210, -0.197, -0.187, -0.200, -0.199, -0.194, -0.190, -0.199, -0.194, -0.194, -0.200, -0.169, -0.195, -0.210, -0.178, -0.187, -0.165, -0.149, -0.145, -0.154, -0.127, -0.162, -0.144, -0.134, -0.151, -0.144, -0.173, 0.134, 0.133, 0.129, 0.130, 0.129, 0.125, 0.132, 0.130, 0.130, 0.098, 0.126, 0.129, 0.132, 0.129, 0.109, 0.144, 0.137, 0.121, 0.122, 0.128



*b*
Formula: C10H20O20S5
Source: OMol25
Level of theory: the ωB97M-V functional and the def2-TZVPD basis

The geometry in XYZ format:
```
55
Properties=species:S:1:pos:R:3
S 1.39 -0.88 0.82
S 3.81 3.16 2.00
S 6.23 -1.28 1.24
S -4.82 -2.81 0.44
S -3.65 1.71 -3.25
O 3.41 2.84 3.51
O -5.88 -2.12 -0.54
O 5.67 -1.45 -0.32
O 6.66 -2.86 1.45
O -5.30 -3.98 1.08
O 4.28 1.98 1.37
O 1.32 0.49 -0.06
O -0.17 -1.27 0.41
O 2.28 3.41 1.56
O -3.61 -2.91 -0.31
O 4.60 4.37 1.97
O -4.74 -1.56 1.45
O 5.12 -1.10 2.12
O -2.52 2.19 -2.49
O -4.09 0.20 -2.71
O 2.26 -1.81 0.18
O 1.41 -0.74 2.25
O -4.86 2.48 -3.26
O 7.39 -0.46 1.29
O -3.20 1.19 -4.73
C -3.91 -0.77 -3.74
C -6.00 -0.73 -0.31
C 1.52 3.90 2.67
C 6.26 -3.64 0.34
C -2.87 -0.20 -4.70
C -4.94 -0.35 0.77
C 0.03 1.03 -0.06
C -0.96 -0.12 0.25
C 2.44 3.83 3.90
C 5.30 -2.80 -0.51
H 5.75 -4.54 0.69
H -1.86 -0.37 -4.32
H -4.83 -0.86 -4.31
H -6.93 -0.39 0.15
H 1.86 3.46 4.73
H -3.64 -1.73 -3.31
H -1.55 0.08 1.16
H -2.98 -0.61 -5.69
H 4.27 -3.09 -0.30
H -5.32 0.43 1.42
H 5.48 -3.03 -1.57
H -5.89 -0.16 -1.22
H 2.99 4.77 4.00
H -0.30 1.41 -1.02
H 1.14 4.90 2.48
H -4.01 0.07 0.37
H -1.70 -0.26 -0.53
H 7.13 -4.03 -0.19
H -0.11 1.83 0.67
H 0.65 3.24 2.73
```

## Properties
HOMO: -10.573 eV
Gap between HOMO and LUMO: 10.67 eV

Now the Löwdin charges, all in e: 0.693, 0.633, 0.683, 0.631, 0.691, -0.185, -0.176, -0.179, -0.189, -0.197, -0.200, -0.169, -0.190, -0.204, -0.238, -0.226, -0.179, -0.225, -0.239, -0.229, -0.214, -0.212, -0.227, -0.217, -0.186, -0.174, -0.159, -0.167, -0.197, -0.158, -0.171, -0.179, -0.193, -0.157, -0.194, 0.129, 0.134, 0.134, 0.129, 0.137, 0.137, 0.124, 0.138, 0.106, 0.133, 0.132, 0.109, 0.126, 0.119, 0.130, 0.107, 0.112, 0.125, 0.117, 0.120



Energies relative to the most stable structure, in eV: *a* 0.000; *b* 0.982.



*a*
Formula: C5H21N2O3
Source: OMol25
Level of theory: the ωB97M-V functional and the def2-TZVPD basis

The geometry in XYZ format:
```
31
Properties=species:S:1:pos:R:3
O 1.78 0.08 3.29
O 3.57 -0.99 0.24
O -1.15 3.78 -1.63
N 1.45 0.98 0.33
N -0.89 -0.27 0.09
C -1.54 -2.59 -0.67
C -0.95 -1.71 0.45
C -0.16 -0.06 -1.18
C 0.81 1.16 -0.97
C -2.22 0.34 0.03
H -2.21 1.39 0.36
H -2.70 0.23 -0.94
H 0.87 0.38 3.45
H 0.13 -1.96 0.47
H -2.10 -1.97 -1.38
H 4.08 -0.87 1.04
H -1.61 3.27 -0.96
H -0.79 -3.14 -1.22
H -0.91 0.27 -1.91
H -1.87 3.62 -2.26
H 1.41 1.11 -1.87
H 0.78 0.83 1.08
H 2.21 0.29 0.34
H -2.38 -3.25 -0.41
H -2.84 0.00 0.87
H 0.24 2.09 -0.92
H 1.94 1.81 0.69
H 2.00 -0.43 4.10
H 0.41 -0.82 -1.71
H -1.43 -1.86 1.41
H 4.07 -1.70 -0.21
```

## Properties
HOMO: -12.531 eV
Gap between HOMO and LUMO: 9.69 eV
Charge: +1

Now the Löwdin charges, all in e: -0.074, -0.043, -0.049, 0.173, -0.249, -0.077, -0.221, -0.166, -0.113, -0.086, 0.078, 0.087, 0.047, 0.108, 0.067, 0.052, 0.007, 0.073, 0.116, 0.058, 0.138, 0.127, 0.103, 0.082, 0.100, 0.096, 0.174, 0.069, 0.129, 0.112, 0.082



*b*
Formula: C5H21N2O3
Source: OMol25
Level of theory: the ωB97M-V functional and the def2-TZVPD basis

The geometry in XYZ format:
```
31
Properties=species:S:1:pos:R:3
O -1.17 0.06 3.03
O -1.98 -1.82 0.82
O 3.05 0.78 1.17
N -1.52 1.14 0.33
N -0.52 -0.43 -1.93
C 0.38 2.55 0.29
C 0.80 -2.20 -0.55
C 0.27 -1.73 -2.00
C -0.40 1.73 -0.56
C 0.30 0.58 -1.31
H -0.08 3.40 0.75
H -0.94 2.36 -1.34
H -2.66 -2.47 1.18
H 0.66 -3.27 -0.51
H 1.38 2.79 -0.20
H -2.04 1.87 0.91
H 0.91 1.72 0.94
H 3.46 0.02 1.59
H 3.71 1.52 0.91
H 0.81 1.13 -2.24
H -0.56 -2.52 -2.29
H -0.74 -0.34 -2.85
H -0.50 -0.04 3.61
H 1.87 -1.90 -0.40
H -1.68 -2.15 -0.06
H -1.73 -0.55 3.00
H 1.17 0.14 -0.66
H -1.21 0.35 0.96
H 0.19 -2.02 0.36
H 1.13 -1.65 -2.70
H -2.33 0.95 -0.25
```

## Properties
HOMO: -12.650 eV
Gap between HOMO and LUMO: 10.03 eV
Charge: +1

Now the Löwdin charges, all in e: 0.101, -0.091, -0.093, 0.191, -0.085, -0.081, -0.111, -0.208, -0.395, -0.203, 0.092, 0.169, 0.096, 0.062, 0.125, 0.188, 0.112, 0.039, 0.101, 0.172, 0.140, 0.063, 0.016, 0.079, 0.038, -0.075, 0.125, 0.123, 0.051, 0.119, 0.140



Energies relative to the most stable structure, in eV: *a* 0.000; *b* 1.604.



*a*
Formula: C5H9P
Source: OMol25
Level of theory: the ωB97M-V functional and the def2-TZVPD basis

The geometry in XYZ format:
```
15
Properties=species:S:1:pos:R:3
P 1.30 2.36 -0.92
C 0.46 -0.90 2.35
C -0.08 1.40 -1.15
C -1.17 1.48 -2.13
C -0.03 -0.21 0.10
C 0.34 0.12 1.29
H -2.05 1.22 -1.41
H 0.32 -1.91 1.99
H -1.16 2.52 -2.50
H -0.31 -0.73 3.11
H 0.59 1.11 1.55
H 1.09 3.22 -1.96
H -0.18 -0.90 -0.69
H 1.47 -0.96 2.72
H -1.04 0.76 -2.88
```

## Properties
HOMO: -8.713 eV
Gap between HOMO and LUMO: 9.49 eV

Now the Löwdin charges, all in e: 0.791, -0.114, -0.605, -0.190, 0.014, -0.271, 0.107, 0.071, 0.069, 0.087, 0.060, -0.193, 0.059, 0.068, 0.047



*b*
Formula: C5H9P
Source: OMol25
Level of theory: the ωB97M-V functional and the def2-TZVPD basis

The geometry in XYZ format:
```
15
Properties=species:S:1:pos:R:3
P 0.90 -0.04 0.62
C -1.20 -0.49 -1.51
C -2.05 -0.80 -0.26
C 0.63 -0.55 2.23
C 2.34 -0.15 -0.24
C -0.52 -0.46 -0.39
H -0.33 -0.52 2.53
H 3.36 0.21 0.10
H 2.05 0.42 -1.25
H -0.24 2.11 -0.66
H 1.42 -0.20 2.77
H -1.09 -0.40 -2.56
H -2.48 -1.65 -0.03
H -0.10 2.41 -1.32
H -2.68 0.09 -0.03
```

## Properties
HOMO: -7.750 eV
Gap between HOMO and LUMO: 7.37 eV

Now the Löwdin charges, all in e: 0.779, -0.041, -0.076, -0.203, -0.292, -0.374, -0.048, 0.006, 0.029, 0.014, -0.050, 0.090, 0.020, 0.057, 0.088



*c*
Formula: C5H9P
Source: OMol25
Level of theory: the ωB97M-V functional and the def2-TZVPD basis

The geometry in XYZ format:
```
15
Properties=species:S:1:pos:R:3
P -2.05 0.55 0.00
C -0.16 0.69 0.00
C 0.54 1.08 1.28
C -0.97 -0.70 0.01
C -0.61 -2.12 0.01
C 0.53 1.05 -1.29
H 0.06 0.60 2.13
H 1.58 0.77 1.25
H 0.29 -2.28 -0.58
H 1.43 0.44 -1.43
H -1.42 -2.73 -0.39
H 0.50 2.16 1.43
H -0.41 -2.46 1.03
H 0.82 2.09 -1.30
H -0.13 0.87 -2.14
```

## Properties
HOMO: -8.632 eV
Gap between HOMO and LUMO: 9.24 eV

Now the Löwdin charges, all in e: 0.978, -0.714, -0.122, -0.551, -0.117, -0.123, 0.066, 0.073, 0.077, 0.074, 0.072, 0.071, 0.083, 0.071, 0.062



Energies relative to the most stable structure, in eV: *a* 2.478; *b* 5.377; *c* 0.000.